Record 1
C40H46N3O8RbS | ωB97M-V/def2-TZVPD

Geometry as XYZ:
```
99
C40H46N3O8RbS, DFT ωB97M-V/def2-TZVPD
C -0.7047 -3.0402 2.7774
C 1.1622 3.7885 -1.2167
H -0.7476 -3.2837 -3.8719
C 0.2010 -4.0513 -0.7658
H 5.5112 1.6887 1.9310
H 2.7331 0.5349 3.2911
H -2.4258 1.0305 -5.1225
H -4.9362 1.6300 0.2757
H 3.0168 -4.3938 -0.0672
H 4.3414 3.6602 -1.8172
N -1.2530 -5.7591 5.2284
H 3.4389 2.0653 3.7927
C 2.3461 -2.6830 -1.2038
C -3.6090 3.3305 0.4060
C -5.1403 -0.2043 -2.6896
H 4.7188 0.1618 1.5738
H -1.6028 -2.4039 -2.6179
C -5.4976 0.2048 -3.9668
H -2.3197 -4.3345 3.2463
C -3.1946 0.6871 -4.4415
H -3.8960 5.1693 3.2399
C 0.2625 3.2875 1.7450
H 0.4255 -4.0879 0.3071
C -3.4375 -0.5775 -0.8864
C 0.5654 -2.1846 -2.5388
H 1.6902 1.8759 3.7473
H 1.2359 -4.8543 5.5731
C 1.0014 -2.9919 -1.4647
C -0.6135 -4.7025 4.4879
O 1.2346 -1.7021 2.3642
C 1.3111 -3.3348 4.1068
H 3.5595 2.2368 -2.4992
C 1.9624 3.0470 -0.1856
C 0.6979 -4.3415 4.7916
C -3.5699 4.8890 2.2459
C -3.8106 -0.1774 -2.2777
H 0.6881 0.1749 -4.1288
C 3.2437 2.4845 -0.3611
O 3.2115 -3.8061 5.3302
N -1.5264 -2.4255 1.7467
O -1.5231 1.2495 -0.6277
C -0.7284 -2.3574 -3.2792
H 2.4102 0.4086 -3.8870
H 0.0929 2.8491 2.7323
C 4.9029 1.1677 1.1782
C 3.1791 -3.3108 -0.1209
C 2.6133 1.6214 3.2194
H -4.2801 -0.9762 -0.3182
Rb 0.9928 -0.1687 0.1036
C 2.5866 2.1071 1.7978
H -0.5975 3.0190 1.1205
C 2.7439 -1.6659 -2.1001
H 2.9700 -2.9079 0.8787
C 4.0905 -1.0014 -2.1513
O -2.6851 -2.8074 1.6186
O 3.2464 -2.0675 4.0709
N 2.6897 -3.0372 4.5266
H -0.8986 -1.5391 -3.9819
O -1.0454 -1.5543 1.0470
H 4.2462 -3.1577 -0.3005
H 4.8362 -1.5785 -1.5988
C -4.5229 0.6553 -4.8454
C 1.5586 2.8190 1.1489
H 4.4580 -0.9007 -3.1796
H -2.2945 6.5974 2.0076
H -2.3427 3.8214 -1.2493
H -4.1726 2.1026 -1.2676
H 4.0845 0.0008 -1.7137
C -2.6751 5.6913 1.5533
H 0.1138 3.4651 -1.2221
C -4.0288 3.7103 1.6760
C 1.6438 -0.3554 -4.0449
H 1.5565 3.6170 -2.2228
C -2.2428 5.3128 0.2902
C 3.6272 1.8968 0.8667
H -2.6385 -1.3198 -0.8626
H -1.8022 0.2977 -2.8530
H -0.8755 -3.8730 -0.8636
H 0.3882 -5.0641 -1.1531
O -0.6217 -6.3072 6.1222
C -1.3068 -4.0501 3.4831
H 5.5254 1.0483 0.2878
H 1.8403 -0.8065 -5.0291
C -4.0290 2.0232 -0.1910
C 1.6407 -1.3531 -2.9221
H 5.0083 2.0575 -1.5269
S -2.7279 0.7779 0.1126
H -5.9027 -0.5515 -2.0004
C 4.0729 2.6156 -1.6073
C -2.8357 0.2694 -3.1691
H 0.2225 4.3793 1.8721
H -4.7084 3.0698 2.2276
H -1.5110 5.9098 -0.2384
H -4.7964 0.9754 -5.8435
C -2.7104 4.1412 -0.2822
C 0.6788 -2.5787 3.0077
H -6.5360 0.1713 -4.2740
O -2.4103 -6.0457 4.9527
H 1.1556 4.8798 -1.0600
```

- HOMO-LUMO gap (eV) = 4.3
- ΔE to the lowest compared entry with this formula, charge and spin (kJ/mol) = 17.2
- electronic energy (Eh) = -2740.0760
- net charge = -2
- LUMO energy (eV) = 3.543

---

Record 2
C40H47As2Cl2N4O12W | ωB97M-V/def2-TZVPD

Geometry as XYZ:
```
108
C40H47As2Cl2N4O12W, DFT ωB97M-V/def2-TZVPD
H -1.9957 2.5112 -3.6785
H -0.0341 3.8832 -3.8755
H -1.7338 -0.2214 3.4829
H 1.8972 -3.9534 2.1885
C -0.2969 3.4872 -2.8900
H 2.3239 -0.2604 -1.3593
H 4.3771 4.5012 3.9531
H -0.5496 -1.7084 -5.5514
C 3.8880 1.1580 3.4086
H -3.4032 -5.0933 1.7548
C 4.5562 3.4556 4.1955
O -5.6055 1.5644 -0.9536
O -2.7834 -3.2869 1.0660
H -2.0250 -5.1804 0.6218
C 1.7569 0.4516 -1.9369
O -1.3365 -0.3167 -1.8946
H -4.8058 -0.3859 2.2903
H -2.6025 6.0442 1.8359
C 3.9307 -4.0302 1.4893
H -1.9444 1.4943 3.8515
H 4.4725 -3.9663 -0.5918
N 2.6348 -2.0196 2.0420
As -0.9435 1.3265 1.5769
O 0.2319 -2.8926 3.5344
H -7.0226 3.0654 -1.2295
H 1.1990 4.7513 -2.0873
H 1.8822 3.2456 -2.6553
C -1.1354 2.1993 -3.0787
H -6.0412 -0.4190 1.0021
As -3.7871 -0.4826 -0.0543
H -0.4229 1.0824 -4.6789
C 1.4126 -3.2718 -2.6460
O 1.9256 0.0053 0.6161
H 3.1154 2.8119 -0.9065
C 3.8814 2.5360 3.2150
H 3.0482 -3.5555 3.4326
C -1.8209 -2.4558 0.8597
H 4.1947 3.2744 5.2079
N 1.1822 3.2209 -0.6866
C 0.0008 -2.1462 -4.7218
C -5.0977 -0.8331 1.3459
Cl 2.0679 -1.4971 5.6802
C -0.9954 -0.3095 -3.3024
C 0.7662 -3.2957 -4.9753
H -6.2274 2.4986 -2.7168
C -6.6393 2.1978 -1.7585
O 0.5634 -1.7798 -1.1531
C -2.0528 0.7319 3.0801
H -1.7631 -4.6247 2.3060
O -1.3688 4.1474 0.1566
H -1.9553 -0.5231 -3.7771
H -1.0115 4.1997 -2.4754
C 0.4833 -1.0361 5.0214
C -3.3441 5.6833 1.1283
C -4.4611 2.2273 -0.8379
N 2.5269 -3.1395 -0.4201
C 3.8906 -3.3824 0.1192
N -0.4750 1.0118 -3.6697
C 3.2369 0.3088 2.5185
C 0.5919 -2.1824 -2.4190
H 4.4076 0.7388 4.2648
C -0.5076 0.0469 -0.9762
H 1.2169 -3.1937 -7.0770
C 0.3494 -1.7036 3.6500
H -0.2101 -4.1478 -6.6881
H 3.7939 -5.1096 1.4277
H 5.6347 3.2895 4.1986
C 3.2983 -1.1432 2.6913
C -3.4785 1.4547 0.0047
C 3.2746 3.0349 2.0595
C -2.4550 -4.6562 1.4702
H 3.3325 4.1015 1.8671
C 2.5793 0.8456 1.4154
H 4.9205 -3.8560 1.9143
H 3.1447 -4.3038 -1.9630
H 2.1422 -4.6835 -4.0999
H 1.3969 -4.8027 -6.3780
C 1.4935 -3.8307 -3.9277
H 3.9967 -1.5033 3.4442
H -4.3397 5.9911 1.4220
H 0.3218 3.3290 -0.1111
W 0.9877 -1.6209 0.7478
C -2.4898 2.1119 0.6138
H -3.1103 6.0197 0.1228
H -5.1819 -1.9123 1.4445
H -7.4110 1.4473 -1.8801
O 0.5306 0.7840 -1.2002
H 0.4848 0.0441 4.9364
O 0.4826 -0.8563 2.6366
C -0.8848 -0.2752 0.3820
C -0.0893 -1.5402 -3.4792
C 2.2752 2.7800 -0.2128
C 2.3678 -3.6253 -1.6095
Cl -0.8386 -1.5110 6.0644
C -2.3803 3.6077 0.5836
C 2.6195 2.2179 1.1406
H 4.3614 -2.3992 0.1679
C 2.8424 -3.4542 2.3687
H -3.0928 0.6795 2.7832
C 1.0409 3.6733 -2.1156
O -3.3713 4.2272 1.1602
O -0.6067 -2.8474 0.9518
H 1.5539 0.1157 -2.9324
O -4.2018 3.2799 -1.3614
C -2.1058 -1.0931 0.5532
C 0.7972 -3.8954 -6.3543
H -1.5534 1.9386 -2.1144
H 2.3044 1.3788 -2.0057
```

- HOMO-LUMO gap (alpha / beta) (eV) = 4.2 / 6.5
- ΔE to the lowest compared entry with this formula, charge and spin (kJ/mol) = 225.4
- electronic energy (Eh) = -8132.4271
- 2S+1 = 3
- net charge = +3
- LUMO energy (alpha / beta) (eV) = -11.164 / -9.456

---

> Look up the electronic energy of the first one.

-2740.0760 Eh